Entry from the OMol25 dataset: C29H21BrIrN6O4 as an isolated structure at a distorted geometry (ωB97M-V with the def2-TZVPD basis set).

CARTESIAN COORDINATES (ANGSTROEM)
Ir (8.44494, 14.77452, 12.40193)
O (10.81995, 17.98582, 14.22960)
C (10.09416, 16.95890, 13.82107)
O (9.60979, 16.81671, 12.71491)
C (9.80549, 15.91116, 14.87557)
C (10.14572, 15.97964, 16.20558)
C (9.80501, 14.92473, 17.05626)
C (9.06133, 13.82916, 16.57242)
C (8.64851, 13.86836, 15.24096)
N (9.04769, 14.89316, 14.42325)
C (7.80292, 12.83851, 14.57527)
O (7.68268, 11.62299, 15.03534)
O (7.22920, 13.15024, 13.54030)
H (10.91841, 18.66819, 13.55641)
H (10.70583, 16.84386, 16.58542)
H (10.05390, 15.04704, 18.11402)
H (8.70726, 13.03084, 17.22966)
H (8.12895, 11.47624, 15.90355)
Br (4.77573, 19.10065, 17.17504)
C (5.49964, 18.11955, 15.79166)
C (5.87807, 18.86895, 14.65726)
C (6.36546, 18.23037, 13.53050)
C (6.47887, 16.83356, 13.57942)
C (6.15798, 16.13268, 14.71979)
C (5.65797, 16.74625, 15.82980)
N (6.96679, 16.14969, 12.40849)
C (6.46625, 16.37826, 11.21322)
C (7.02063, 15.53967, 10.15529)
C (6.53945, 15.47418, 8.89329)
C (6.89740, 14.41765, 8.00416)
C (7.69053, 13.41661, 8.44475)
C (8.49399, 13.58082, 9.66359)
N (7.93239, 14.65644, 10.49084)
H (5.82640, 19.93855, 14.65525)
H (6.70302, 18.85907, 12.72088)
H (6.21192, 15.04834, 14.68615)
H (5.34863, 16.23317, 16.72021)
H (5.69103, 17.10992, 11.01904)
H (5.78306, 16.17843, 8.54862)
H (6.39578, 14.31679, 7.05089)
H (7.86934, 12.56058, 7.78555)
H (9.48411, 13.82174, 9.32293)
N (8.22829, 6.37557, 5.89141)
C (8.42328, 7.24389, 6.61356)
C (8.68026, 8.34942, 7.50915)
C (9.94087, 8.87979, 7.54339)
C (10.24070, 9.87357, 8.43260)
C (9.24777, 10.31142, 9.30797)
C (7.94171, 9.80086, 9.24367)
C (7.64094, 8.76604, 8.37194)
N (9.59211, 11.34090, 10.24908)
C (10.64594, 11.31120, 11.06488)
C (10.56417, 12.32782, 12.03197)
N (9.46574, 13.05850, 11.79349)
C (8.70744, 12.43126, 10.70797)
H (10.67112, 8.48246, 6.84406)
H (11.22081, 10.28289, 8.49283)
H (7.19233, 10.20816, 9.91561)
H (6.73582, 8.17664, 8.35494)
H (11.47177, 10.58768, 10.94902)
H (11.32096, 12.49362, 12.78962)
H (7.72945, 12.12034, 11.04470)

Properties
* energy relative to the best compared isomer or geometry (same formula, charge and spin): 35.9 kcal/mol
* orbital gap (spin up / spin down): 0.242 / 0.088 Ha
* E: -120396.3978 eV
* E_LUMO (spin up / spin down): -8.87 / -13.06 eV
* charge: +3
* spin multiplicity: 5